# 1
{
  "formula": "C52H50CsN12PS",
  "method": "wB97M-V/def2-TZVPD",
  "elements": ["Cs", "C", "C", "N", "C", "C", "N", "C", "C", "C", "C", "C", "N", "C", "C", "N", "C", "C", "N", "C", "C", "C", "N", "C", "C", "H", "H", "H", "H", "H", "H", "H", "H", "H", "H", "H", "H", "N", "C", "C", "C", "C", "C", "C", "N", "C", "C", "C", "S", "C", "N", "H", "H", "H", "H", "H", "H", "H", "N", "C", "C", "C", "N", "C", "C", "N", "C", "H", "H", "H", "H", "H", "H", "H", "H", "H", "H", "H", "H", "H", "H", "H", "H", "C", "C", "C", "C", "C", "C", "P", "C", "C", "C", "C", "C", "C", "C", "C", "C", "C", "C", "C", "H", "H", "H", "H", "H", "H", "H", "H", "H", "H", "H", "H", "H", "H", "H"],
  "xyz": [[0.869, 0.142, -0.081], [4.829, -1.798, -2.078], [3.667, -1.064, -1.864], [3.472, -0.429, -0.715], [4.395, -0.540, 0.241], [5.536, -1.310, 0.012], [5.754, -1.928, -1.139], [4.172, 0.140, 1.560], [5.271, 0.551, 2.303], [5.061, 1.148, 3.540], [3.753, 1.319, 3.973], [2.699, 0.907, 3.163], [2.912, 0.317, 1.979], [1.282, 1.137, 3.606], [0.982, 1.472, 4.931], [-0.237, 1.812, 5.320], [-1.185, 1.806, 4.394], [-0.925, 1.382, 3.098], [0.301, 1.049, 2.705], [6.195, 1.599, 4.365], [7.362, 0.844, 4.438], [8.397, 1.309, 5.237], [8.336, 2.440, 5.928], [7.223, 3.158, 5.849], [6.123, 2.784, 5.090], [5.001, -2.294, -3.026], [2.898, -0.988, -2.629], [6.281, -1.443, 0.788], [6.278, 0.457, 1.924], [3.586, 1.790, 4.931], [1.744, 1.460, 5.699], [-2.181, 2.120, 4.685], [-1.725, 1.332, 2.365], [7.451, -0.097, 3.912], [9.316, 0.739, 5.326], [7.203, 4.081, 6.417], [5.246, 3.417, 5.039], [-0.031, -4.387, -2.715], [-1.103, -3.718, -3.275], [-2.056, -4.088, -4.218], [-3.017, -3.145, -4.522], [-3.031, -1.879, -3.914], [-2.078, -1.518, -2.984], [-1.101, -2.459, -2.662], [-0.054, -2.376, -1.749], [0.538, -3.541, -1.810], [1.672, -3.913, -0.970], [2.597, -4.885, -1.228], [3.708, -4.975, 0.065], [2.923, -3.658, 0.804], [1.869, -3.206, 0.190], [0.230, -5.344, -2.879], [-2.052, -5.059, -4.695], [-3.779, -3.384, -5.252], [-3.804, -1.174, -4.189], [-2.082, -0.537, -2.524], [2.673, -5.534, -2.086], [3.276, -3.253, 1.742], [-4.551, -1.759, 3.377], [-4.772, -2.925, 2.483], [-3.593, -3.898, 2.636], [-2.314, -3.347, 2.009], [-1.925, -2.079, 2.770], [-2.505, -3.022, 0.537], [-3.674, -2.068, 0.275], [-3.264, -0.708, 0.689], [-4.938, -2.510, 1.020], [-4.851, -1.989, 4.320], [-5.130, -0.979, 3.083], [-2.838, -1.670, 3.187], [-5.684, -3.451, 2.775], [-3.821, -4.844, 2.143], [-3.435, -4.135, 3.692], [-1.478, -4.033, 2.142], [-1.245, -2.274, 3.501], [-1.559, -1.379, 2.128], [-2.672, -3.978, 0.032], [-1.599, -2.608, 0.087], [-3.905, -2.099, -0.794], [-4.068, -0.088, 0.624], [-2.619, -0.309, 0.011], [-5.347, -3.373, 0.490], [-5.707, -1.735, 0.935], [0.814, 2.070, -6.195], [1.111, 1.095, -5.256], [0.518, 1.131, -4.001], [-0.384, 2.147, -3.679], [-0.664, 3.130, -4.629], [-0.071, 3.093, -5.879], [-1.146, 2.147, -2.036], [-2.936, 2.016, -2.352], [-3.472, 1.641, -3.581], [-4.843, 1.464, -3.728], [-5.696, 1.658, -2.654], [-5.171, 2.037, -1.423], [-3.805, 2.207, -1.274], [-0.957, 3.860, -1.446], [-1.883, 4.871, -1.699], [-1.657, 6.163, -1.249], [-0.500, 6.463, -0.546], [0.431, 5.466, -0.290], [0.201, 4.172, -0.731], [1.278, 2.041, -7.172], [1.809, 0.304, -5.501], [0.802, 0.362, -3.282], [-1.351, 3.931, -4.383], [-0.295, 3.861, -6.608], [-2.823, 1.493, -4.435], [-5.244, 1.188, -4.695], [-6.763, 1.533, -2.776], [-5.832, 2.223, -0.585], [-3.414, 2.526, -0.312], [-2.788, 4.649, -2.250], [-2.384, 6.938, -1.454], [-0.322, 7.473, -0.200], [1.338, 5.698, 0.253], [0.957, 3.418, -0.521]],
  "spin_multiplicity": 1,
  "molar_mass_g_mol": 1039.0,
  "gap_ev": 7.4,
  "relative_energy_ev": 0.215,
  "largest_force_ev_per_a": 1.15,
  "total_charge": 2,
  "energy_ha": -3427.96372
}

=====

# 2
{
  "formula": "C5H24N2O5",
  "method": "wB97M-V/def2-TZVPD",
  "elements": ["C", "N", "C", "C", "C", "N", "C", "H", "H", "H", "H", "H", "H", "H", "H", "H", "H", "H", "H", "H", "H", "H", "H", "O", "H", "H", "O", "H", "H", "O", "H", "H", "O", "H", "H", "O"],
  "xyz": [[-0.693, 1.190, 3.223], [-0.698, 0.116, 2.219], [0.368, -0.881, 2.156], [1.144, -0.581, 0.873], [2.430, -1.450, 0.476], [2.574, -1.400, -0.966], [-0.199, -2.293, 2.395], [-1.775, 1.255, 3.416], [-0.284, 1.029, 4.221], [-0.404, 2.115, 2.723], [-1.556, -0.423, 2.196], [0.985, -0.779, 3.102], [0.409, -0.482, 0.074], [1.670, 0.355, 1.099], [3.271, -0.987, 1.054], [2.406, -2.463, 0.852], [2.916, -0.507, -1.291], [1.656, -1.511, -1.409], [-0.516, -2.789, 1.458], [-0.987, -2.243, 3.153], [0.359, -2.991, 3.030], [1.780, 0.697, -2.537], [0.378, 0.977, -3.262], [1.010, 1.259, -2.608], [-1.816, 2.097, -0.176], [-2.017, 0.892, 0.718], [-2.420, 1.353, -0.037], [-2.637, 0.428, -1.473], [-3.417, -0.365, -2.599], [-2.544, -0.083, -2.313], [-0.431, -2.310, -2.782], [-0.944, -1.032, -2.156], [-0.109, -1.475, -2.426], [0.134, 3.502, -2.227], [0.586, 2.612, -1.031], [0.079, 3.375, -1.277]],
  "spin_multiplicity": 1,
  "molar_mass_g_mol": 192.3,
  "gap_ev": 9.1,
  "relative_energy_ev": 1.837,
  "largest_force_ev_per_a": 2.39,
  "energy_ha": -690.56432,
  "smiles": "CN[C@@H](C)CCN.O.O.O.O.O"
}